(1)
ORCA calculation (wB97M-V/def2-TZVPD) on an isolated molecule of C22H24N4O4S at a distorted geometry.

The SMILES is CCOC(=O)CSc1nnc(CNC(=O)Cc2ccccc2)n1-c1ccccc1OC. For the highest occupied orbital energy, the calculation gives -0.307 Ha. The value obtained for the largest force on an atom is 1.4 eV/Å. The energy above the lowest of the compared OMol25 structures with the same formula, charge and spin comes out at 59.0 kcal/mol. For the HOMO-LUMO gap, the calculation gives 0.325 Ha. For the total energy, the calculation gives -48189.6265 eV.

Geometry as ORCA input:
```
! RIJCOSX wB97M-V def2-TZVPD def2/J DEFGRID3
* xyz 0 1
C -5.741 -0.596 2.353
C -5.066 0.728 2.026
O -4.454 0.687 0.736
C -5.205 1.008 -0.311
O -6.361 1.331 -0.260
C -4.417 0.954 -1.605
S -3.030 -0.215 -1.528
C -1.932 0.794 -0.642
N -1.979 2.095 -0.533
N -0.942 2.472 0.230
C -0.282 1.408 0.588
C 0.982 1.360 1.370
N 2.052 0.821 0.557
C 2.594 -0.397 0.779
O 2.300 -1.093 1.726
C 3.640 -0.785 -0.261
C 4.832 0.119 -0.118
C 5.070 1.146 -1.022
C 6.154 1.991 -0.858
C 7.009 1.822 0.217
C 6.776 0.803 1.126
C 5.695 -0.042 0.960
N -0.876 0.291 0.060
C -0.488 -1.059 0.184
C -0.707 -1.744 1.365
C -0.317 -3.066 1.476
C 0.284 -3.692 0.401
C 0.505 -3.014 -0.786
C 0.129 -1.684 -0.908
O 0.329 -0.900 -2.004
C 0.770 -1.513 -3.193
H -5.026 -1.412 2.275
H -6.559 -0.776 1.660
H -6.136 -0.563 3.364
H -4.250 0.941 2.721
H -5.794 1.545 2.045
H -3.990 1.940 -1.798
H -5.069 0.657 -2.424
H 1.225 2.371 1.706
H 0.884 0.692 2.231
H 2.319 1.345 -0.261
H 3.206 -0.694 -1.258
H 3.918 -1.824 -0.080
H 4.411 1.281 -1.870
H 6.330 2.783 -1.572
H 7.854 2.481 0.345
H 7.440 0.668 1.967
H 5.507 -0.834 1.671
H -1.181 -1.233 2.190
H -0.478 -3.599 2.399
H 0.594 -4.723 0.481
H 0.982 -3.525 -1.607
H 0.772 -0.725 -3.945
H 0.089 -2.310 -3.504
H 1.782 -1.918 -3.088
*
```

(2)
ORCA calculation (wB97M-V/def2-TZVPD) on an isolated molecule of C22H24N4O5 at a distorted geometry.

The SMILES is Cc1ccc(C)c(OCC(=O)Nc2nonc2NC(=O)COc2cc(C)ccc2C)c1. For the highest occupied orbital energy, the calculation gives -0.323 Ha. The value obtained for the largest force on an atom is 1.5 eV/Å. The energy above the lowest of the compared OMol25 structures with the same formula, charge and spin comes out at 60.3 kcal/mol. For the HOMO-LUMO gap, the calculation gives 0.339 Ha. For the total energy, the calculation gives -39400.0738 eV.

Geometry as ORCA input:
```
! RIJCOSX wB97M-V def2-TZVPD def2/J DEFGRID3
* xyz 0 1
C 0.404 3.727 0.550
C -0.519 2.858 -0.250
C -0.070 2.115 -1.331
C -0.946 1.325 -2.057
C -2.292 1.251 -1.732
C -3.252 0.426 -2.531
C -2.741 1.991 -0.632
O -4.091 1.968 -0.329
C -4.456 1.424 0.926
C -4.337 -0.102 0.842
O -5.263 -0.846 0.670
N -3.018 -0.497 0.882
C -2.554 -1.723 0.511
N -3.273 -2.766 0.194
O -2.420 -3.734 -0.178
N -1.147 -3.328 -0.103
C -1.166 -2.092 0.319
N 0.011 -1.393 0.476
C 0.243 -0.219 1.102
O -0.600 0.477 1.637
C 1.708 0.188 1.096
O 2.466 -0.744 0.374
C 3.800 -0.482 0.143
C 4.477 0.616 0.641
C 5.827 0.805 0.359
C 6.537 2.003 0.912
C 6.481 -0.127 -0.428
C 5.801 -1.227 -0.924
C 4.460 -1.428 -0.654
C 3.708 -2.610 -1.181
C -1.862 2.779 0.095
H 0.018 4.743 0.601
H 1.397 3.758 0.106
H 0.482 3.348 1.569
H 0.970 2.159 -1.623
H -0.576 0.756 -2.898
H -2.723 -0.211 -3.235
H -3.870 -0.193 -1.883
H -3.925 1.079 -3.085
H -5.503 1.695 1.074
H -3.840 1.822 1.742
H -2.285 0.159 1.168
H 0.833 -1.877 0.127
H 1.763 1.190 0.652
H 2.040 0.259 2.143
H 3.974 1.344 1.260
H 6.073 2.920 0.553
H 6.484 2.008 2.000
H 7.582 2.005 0.616
H 7.528 0.003 -0.657
H 6.325 -1.946 -1.537
H 2.866 -2.283 -1.790
H 3.313 -3.206 -0.359
H 4.356 -3.237 -1.788
H -2.230 3.352 0.933
*
```

(3)
ORCA calculation (wB97M-V/def2-TZVPD) on an isolated molecule of C22H24N4O5S.

The SMILES is COC(=O)c1ccc(NC(=O)C(=O)N2CCN(C(=S)Nc3ccc(OC)cc3)CC2)cc1. For the highest occupied orbital energy, the calculation gives -0.295 Ha. The value obtained for the largest force on an atom is 0.7 eV/Å. The energy above the lowest of the compared OMol25 structures with the same formula, charge and spin comes out at 14.3 kcal/mol. For the HOMO-LUMO gap, the calculation gives 0.291 Ha. For the total energy, the calculation gives -50237.8529 eV.

Geometry as ORCA input:
```
! RIJCOSX wB97M-V def2-TZVPD def2/J DEFGRID3
* xyz 0 1
C -8.129 -1.064 -2.087
O -6.801 -1.151 -1.595
C -6.435 -0.191 -0.732
O -7.174 0.698 -0.383
C -5.039 -0.347 -0.265
C -4.540 0.585 0.646
C -3.247 0.482 1.106
C -2.426 -0.558 0.663
N -1.124 -0.605 1.146
C -0.123 -1.475 0.886
O -0.181 -2.451 0.165
C 1.125 -1.002 1.649
O 1.005 -0.033 2.396
N 2.289 -1.639 1.481
C 2.569 -2.744 0.582
C 4.009 -2.620 0.056
N 4.303 -1.223 -0.143
C 4.644 -0.736 -1.361
S 5.206 -1.704 -2.578
N 4.572 0.616 -1.559
C 3.507 1.439 -1.149
C 2.239 0.921 -0.908
C 1.209 1.739 -0.480
C 1.429 3.099 -0.294
O 0.496 3.984 0.146
C -0.737 3.482 0.601
C 2.690 3.627 -0.584
C 3.715 2.810 -1.006
C 4.369 -0.455 1.086
C 3.467 -1.113 2.139
C -2.921 -1.491 -0.246
C -4.219 -1.383 -0.703
H -8.844 -1.123 -1.263
H -8.258 -1.903 -2.766
H -8.279 -0.118 -2.612
H -5.187 1.382 0.978
H -2.861 1.203 1.813
H -0.846 0.111 1.821
H 1.864 -2.725 -0.248
H 2.442 -3.695 1.110
H 4.729 -3.057 0.756
H 4.107 -3.139 -0.899
H 5.076 0.929 -2.379
H 2.050 -0.129 -1.070
H 0.237 1.304 -0.313
H -1.286 4.344 0.977
H -1.312 3.015 -0.206
H -0.591 2.761 1.412
H 2.841 4.687 -0.462
H 4.687 3.225 -1.221
H 5.406 -0.429 1.451
H 4.040 0.569 0.910
H 3.149 -0.376 2.877
H 3.981 -1.932 2.648
H -2.285 -2.293 -0.584
H -4.605 -2.104 -1.406
*
```

(4)
ORCA calculation (wB97M-V/def2-TZVPD) on a cluster of 2 separate species, C22H24N6O2 in total at a distorted geometry.

The SMILES is CNC(=O)[C@H](Cc1ccccc1)NC(C)=O.c1ccc2[nH]c(-n3ccnc3)nc2c1. For the highest occupied orbital energy, the calculation gives -0.314 Ha. The value obtained for the largest force on an atom is 2.1 eV/Å. The energy above the lowest of the compared OMol25 structures with the same formula, charge and spin comes out at 14.3 kcal/mol. For the HOMO-LUMO gap, the calculation gives 0.332 Ha. For the total energy, the calculation gives -36240.7882 eV.

Geometry as ORCA input:
```
! RIJCOSX wB97M-V def2-TZVPD def2/J DEFGRID3
* xyz 0 1
C -2.910 -1.647 0.181
N -1.534 -1.611 -0.306
C -0.925 -2.639 -0.914
O -1.509 -3.694 -1.158
C 0.540 -2.444 -1.358
C 0.631 -1.874 -2.778
C -0.163 -0.597 -2.961
C -1.472 -0.651 -3.476
C -2.237 0.523 -3.582
C -1.691 1.755 -3.181
C -0.383 1.812 -2.669
C 0.379 0.636 -2.553
N 1.298 -3.695 -1.288
C 1.713 -4.229 -0.142
C 2.328 -5.606 -0.218
O 1.626 -3.652 0.933
H -3.598 -1.744 -0.661
H -3.042 -2.506 0.842
H -3.137 -0.733 0.732
H -1.022 -0.748 -0.197
H 1.006 -1.725 -0.688
H 0.266 -2.621 -3.484
H 1.678 -1.674 -3.015
H -1.901 -1.599 -3.773
H -3.245 0.479 -3.970
H -2.278 2.659 -3.265
H 0.035 2.758 -2.356
H 1.377 0.681 -2.141
H 1.354 -4.256 -2.121
H 2.624 -5.916 0.783
H 1.590 -6.304 -0.610
H 3.200 -5.578 -0.867
C 2.421 -0.608 2.152
C 3.273 0.230 2.883
C 2.891 1.550 3.157
C 1.665 2.012 2.674
N 0.984 3.196 2.769
C -0.211 3.075 2.086
N -1.155 4.092 1.999
C -1.160 5.319 2.645
C -2.304 5.946 2.244
N -3.009 5.142 1.359
C -2.307 4.037 1.232
N -0.330 1.878 1.553
C 0.825 1.198 1.929
C 1.190 -0.126 1.684
H 2.706 -1.639 1.965
H 4.221 -0.151 3.251
H 3.537 2.200 3.739
H 1.289 4.024 3.267
H -0.425 5.718 3.336
H -2.620 6.933 2.570
H -2.589 3.194 0.606
H 0.510 -0.782 1.164
*
```

HOMO-LUMO gap of number 1 (C22H24N4O4S)?
0.325 Ha

HOMO-LUMO gap of number 4 (C22H24N6O2)?
0.332 Ha

Look up the HOMO-LUMO gap of the first one.
0.325 Ha

The highest HOMO-LUMO gap belongs to which entry?
C22H24N4O5